Entry 1:
Entry from the OMol25 dataset: a 2-piece molecular cluster, C3H9ClNO overall (the ωB97M-V functional and the def2-TZVPD basis).

Results
* spin multiplicity: 3
* orbital gap (spin up / spin down): 7.725 / 9.727 eV
* charge: +1

Each line ends with the natural charge from an NBO analysis.
Element x y z (Å)
1 C 2.023 0.092 1.694  -0.25
2 C -0.497 -0.115 -1.239  -0.09
3 C -0.354 -0.401 1.476  0.00
4 N -1.794 0.493 -1.277  -0.77
5 O 0.666 0.523 1.694  -0.50
6 Cl -1.914 0.280 1.686  0.05
7 H 2.604 0.637 0.983  0.20
8 H 2.072 -0.977 1.299  0.17
9 H 2.387 0.142 2.690  0.22
10 H 0.246 0.574 -0.906  0.20
11 H -0.397 -1.143 -1.030  0.20
12 H -0.161 -1.425 1.276  0.20
13 H -2.178 0.183 -0.325  0.46
14 H -2.428 0.109 -1.982  0.45
15 H -1.661 1.493 -1.529  0.46

Atoms 1-3, force components in eV/Å:
-0.71 -2.81 -1.26
1.02 0.69 -1.09
1.79 2.16 1.29



Entry 2:
Entry from the OMol25 dataset: one molecule with the formula C3H9ClNO2PS (the ωB97M-V functional and the def2-TZVPD basis).

Results
* orbital gap: 8.363 eV
* charge: 0

Each line ends with the natural charge from an NBO analysis.
Element x y z (Å)
1 C 0.844 -2.952 -0.264  -0.83
2 C 0.225 3.066 -0.234  -0.46
3 C 0.761 0.852 0.628  0.06
4 N 0.038 1.599 -0.144  -0.61
5 O -1.007 -1.155 0.676  -1.06
6 O -3.001 0.470 0.895  -0.91
7 P 0.942 -1.058 0.305  0.85
8 S -2.486 -0.779 0.286  1.57
9 Cl -2.249 -0.207 -1.773  -0.40
10 H 1.237 -3.267 -1.219  0.23
11 H 1.469 -3.353 0.589  0.23
12 H -0.168 -3.312 -0.193  0.24
13 H -0.716 3.727 -0.472  0.22
14 H 0.784 3.691 0.571  0.24
15 H 0.867 3.412 -1.012  0.22
16 H -0.831 1.367 -0.619  0.42
17 H 2.322 -0.792 0.284  -0.06
18 H 0.969 -1.308 1.695  0.02

Atoms 1-3, force components in eV/Å:
0.76 1.19 1.29
-0.65 3.66 1.17
0.45 -0.48 -1.67



Entry 3:
Entry from the OMol25 dataset: a 2-piece molecular cluster, C3H9ClOSi overall (the ωB97M-V functional and the def2-TZVPD basis).

Results
* orbital gap: 6.680 eV
* charge: 0

Each line ends with the natural charge from an NBO analysis.
Element x y z (Å)
1 C 0.360 1.782 0.533  -1.15
2 C -0.659 -1.039 1.364  -0.94
3 C -0.691 -0.264 -1.644  -1.08
4 O 1.564 -1.006 0.265  -0.80
5 Si 0.343 -0.055 -0.034  1.84
6 Cl 2.968 -1.661 -1.395  -0.06
7 H -0.653 2.165 0.415  0.24
8 H 0.682 1.931 1.577  0.25
9 H 0.915 2.620 0.008  0.26
10 H -1.501 -0.405 1.220  0.24
11 H -0.473 -2.044 1.183  0.25
12 H -0.190 -0.974 2.296  0.24
13 H -0.742 -1.275 -1.862  0.24
14 H -1.715 0.017 -1.460  0.24
15 H -0.208 0.209 -2.467  0.25

Atoms 1-3, force components in eV/Å:
0.83 0.93 -0.55
2.08 1.87 -0.99
1.04 0.85 1.99



Entry 4:
Entry from the OMol25 dataset: C3H9F2N2O8P2Pd as an isolated structure (the ωB97M-V functional and the def2-TZVPD basis).

Results
* orbital gap (spin up / spin down): 7.958 / 7.958 eV
* charge: -1

Each line ends with the natural charge from an NBO analysis.
Element x y z (Å)
1 Pd 0.385 1.100 0.188  0.86
2 N 0.174 3.816 1.877  -0.79
3 C 0.013 2.579 2.686  -0.62
4 C -0.203 2.897 4.144  -0.63
5 P 1.700 1.701 2.412  2.35
6 O 1.437 0.239 2.058  -1.20
7 O 2.550 1.965 3.592  -1.15
8 O 2.096 2.477 1.099  -1.12
9 P -1.439 1.701 1.865  2.29
10 O -2.589 1.699 3.015  -1.00
11 O -1.851 2.642 0.768  -1.16
12 O -1.214 0.256 1.502  -1.15
13 H 0.284 4.660 2.433  0.40
14 H -0.641 3.830 1.218  0.46
15 H 1.133 3.517 1.326  0.47
16 H 0.667 3.429 4.534  0.23
17 H -0.280 1.969 4.708  0.23
18 H -1.109 3.486 4.301  0.20
19 H 1.708 -1.152 1.106  0.41
20 H -2.596 0.817 3.387  0.50
21 F 1.304 2.366 -2.301  -0.36
22 C 0.142 2.094 -1.617  0.44
23 F -0.456 1.064 -2.324  -0.37
24 H -0.515 2.977 -1.740  0.13
25 O 2.233 -2.797 0.148  -0.39
26 N 1.691 -1.710 0.190  0.37
27 O 1.127 -1.170 -0.760  -0.42

Atoms 1-3, force components in eV/Å:
2.58 1.39 -2.84
0.50 0.30 -0.71
0.04 -0.88 0.05



Entry 5:
Entry from the OMol25 dataset: C3H9F8KN4O20PS8 as an isolated structure (the ωB97M-V functional and the def2-TZVPD basis).

Results
* orbital gap: 8.257 eV
* charge: -3

Each line ends with the natural charge from an NBO analysis.
Element x y z (Å)
1 K 12.258 17.867 -2.499  0.95
2 N 13.758 16.676 -4.418  -1.08
3 S 15.297 16.893 -4.629  2.41
4 O 15.818 18.227 -4.539  -0.92
5 O 16.063 15.974 -5.419  -0.93
6 F 15.712 16.328 -3.166  -0.53
7 S 13.331 17.454 -5.858  2.40
8 O 13.779 16.919 -7.099  -0.90
9 O 13.149 18.870 -5.737  -0.94
10 F 11.783 17.075 -5.814  -0.50
11 N 15.098 21.360 -1.960  -1.14
12 S 14.387 20.690 -0.632  2.47
13 O 14.154 19.296 -0.745  -0.93
14 O 13.445 21.505 0.069  -0.94
15 F 15.694 20.835 0.261  -0.51
16 S 13.846 21.822 -2.789  2.48
17 O 13.377 23.156 -2.536  -0.96
18 O 12.843 20.810 -2.954  -0.96
19 F 14.541 21.990 -4.208  -0.50
20 N 9.856 13.840 -4.155  -1.13
21 S 9.217 15.187 -3.484  2.49
22 O 7.926 15.615 -3.898  -0.94
23 O 10.215 16.174 -3.246  -0.95
24 F 8.879 14.565 -2.071  -0.50
25 S 9.235 13.845 -5.576  2.48
26 O 9.662 14.870 -6.473  -0.94
27 O 7.872 13.407 -5.670  -0.97
28 F 9.982 12.545 -6.201  -0.53
29 N 12.264 12.810 -1.116  -1.13
30 S 12.059 14.119 -0.185  2.48
31 O 11.969 15.325 -0.940  -0.96
32 O 12.680 14.197 1.087  -0.93
33 F 10.518 13.838 0.112  -0.51
34 S 13.726 12.395 -0.727  2.47
35 O 13.924 11.532 0.398  -0.95
36 O 14.705 13.422 -0.953  -0.94
37 F 14.067 11.436 -1.980  -0.52
38 C 7.289 20.430 -4.262  -0.25
39 O 8.452 21.073 -4.801  -0.82
40 P 9.768 21.110 -3.921  2.60
41 O 10.282 19.811 -3.501  -1.12
42 O 10.750 21.932 -4.812  -0.82
43 C 11.373 21.532 -6.009  -0.24
44 O 9.467 22.148 -2.783  -0.84
45 C 10.108 22.100 -1.481  -0.25
46 H 7.566 19.801 -3.416  0.21
47 H 6.836 19.784 -5.010  0.19
48 H 6.598 21.231 -4.001  0.17
49 H 11.112 20.514 -6.294  0.21
50 H 12.459 21.621 -5.989  0.21
51 H 11.087 22.217 -6.817  0.15
52 H 9.604 22.912 -0.966  0.17
53 H 11.151 22.349 -1.665  0.23
54 H 10.029 21.133 -0.993  0.20

Atoms 1-3, force components in eV/Å:
-0.24 0.10 0.07
-0.29 1.42 -3.73
5.29 -1.68 4.14



Entry 6:
Entry from the OMol25 dataset: a 2-piece molecular cluster, C3H9IS overall (the ωB97M-V functional and the def2-TZVPD basis).

Results
* SMILES: CSC.CI
* orbital gap: 9.031 eV
* charge: 0

Each line ends with the natural charge from an NBO analysis.
Element x y z (Å)
1 I 3.269 0.080 0.800  0.08
2 C 3.505 0.931 2.716  -0.77
3 H 4.025 1.901 2.643  0.23
4 H 4.097 0.262 3.362  0.23
5 H 2.520 1.094 3.187  0.23
6 S -0.580 1.117 3.980  0.19
7 C -0.754 1.840 2.341  -0.76
8 C -0.456 -0.610 3.486  -0.76
9 H -0.846 2.933 2.457  0.23
10 H -1.655 1.465 1.827  0.21
11 H 0.125 1.626 1.710  0.22
12 H -1.362 -0.944 2.953  0.21
13 H 0.418 -0.782 2.836  0.22
14 H -0.341 -1.219 4.399  0.23

Atoms 1-3, force components in eV/Å:
-0.04 -0.02 -0.04
0.14 0.50 1.14
-0.26 -0.54 -0.17



Entry 7:
Entry from the OMol25 dataset: C3H9InO4P as an isolated structure (the ωB97M-V functional and the def2-TZVPD basis).

Results
* spin multiplicity: 2
* orbital gap (spin up / spin down): 3.148 / 4.881 eV
* charge: +4

Each line ends with the natural charge from an NBO analysis.
Element x y z (Å)
1 In -1.604 -24.979 25.221  1.95
2 C 2.543 -27.897 27.757  -0.26
3 O 1.423 -28.687 27.430  -0.41
4 P 0.744 -28.641 25.962  2.52
5 O -0.251 -27.546 25.759  -1.04
6 O 0.111 -30.172 25.769  -0.42
7 C 0.150 -31.161 26.734  -0.26
8 O 2.123 -28.791 25.051  -0.69
9 C 1.962 -28.303 23.678  -0.31
10 H 2.208 -27.194 28.521  0.38
11 H 3.071 -27.381 26.955  0.28
12 H 3.293 -28.570 28.172  0.42
13 H -0.873 -31.329 27.071  0.43
14 H 0.546 -30.883 27.711  0.28
15 H 0.379 -32.110 26.250  0.37
16 H 0.945 -28.151 23.316  0.21
17 H 2.223 -29.234 23.175  0.27
18 H 2.535 -27.430 23.366  0.27

Atoms 1-3, force components in eV/Å:
-0.24 -0.04 -0.06
-0.61 0.22 -2.25
0.97 0.95 1.40



Entry 8:
Entry from the OMol25 dataset: a 3-piece molecular cluster, C3H9N overall (the ωB97M-V functional and the def2-TZVPD basis).

Results
* SMILES: C1=NC1.[H][H].C
* orbital gap: 9.641 eV
* charge: 0

Each line ends with the natural charge from an NBO analysis.
Element x y z (Å)
1 C 0.612 0.780 1.472  -0.87
2 N 1.604 0.182 -1.416  -0.41
3 C 1.830 -0.917 -0.616  -0.20
4 C 0.454 -0.278 -1.500  -0.01
5 H 0.065 0.764 0.547  0.22
6 H 1.092 1.771 1.455  0.22
7 H -0.051 0.730 2.337  0.21
8 H 2.350 -1.761 -1.066  0.19
9 H 1.465 0.137 1.663  0.21
10 H 1.166 -1.232 0.177  0.23
11 H -5.207 -0.396 -0.310  0.00
12 H -5.450 0.300 -0.236  0.00
13 H 0.070 -0.078 -2.507  0.21

Atoms 1-3, force components in eV/Å:
0.54 1.61 1.29
2.23 3.20 -0.42
-2.68 -3.17 -0.68



Sequential relative energy (zero: lowest compared OMol25 entry of this formula, charge and spin) output: 0.465 4.376 6.073 2.655 0.000 0.023 0.203 5.846 eV